This record from OMol25 describes a 7-piece molecular cluster, C56H132F4N4O10P3S4 overall at a distorted geometry. The level of theory is ωB97M-V/def2-TZVPD.

Values from the calculation:
Net charge: +3
HOMO level, eV: -13.514
Kohn-Sham gap, hartree: 0.285

Geometry as XYZ:
```
213
Properties=species:S:1:pos:R:3:forces:R:3:lowdin_charge:R:1
C 6.583 1.284 1.901 -0.3818 -1.1491 0.5527 -0.030
C 5.741 2.480 1.539 0.9497 0.7096 0.2791 -0.321
C 5.662 2.800 0.057 -1.0111 1.2511 0.1746 -0.197
O 6.904 2.636 -0.538 0.4562 -0.6529 -0.6449 -0.132
C 6.982 1.484 -1.352 0.1983 -0.4569 -0.6147 -0.094
N 4.387 2.318 2.097 -0.7823 -2.2478 0.5470 0.204
H 3.752 3.121 1.955 0.2401 0.3879 -0.1501 0.105
H 3.981 1.422 1.735 -0.0083 0.8405 -0.4529 0.102
H 4.439 2.061 3.089 0.1106 0.8172 0.0380 0.167
H 6.225 0.341 1.463 -0.0110 0.2423 -0.3134 0.071
H 6.524 1.084 2.981 0.2043 0.3232 -0.0151 0.084
H 7.628 1.406 1.640 -0.0033 0.1903 -0.0928 0.104
H 6.162 3.346 2.050 0.0044 0.0754 -0.0317 0.150
H 5.407 3.857 -0.046 0.0711 0.0118 0.1070 0.103
H 4.779 2.323 -0.394 0.5194 -0.6607 -0.3484 0.136
H 7.957 1.372 -1.834 0.1782 0.5382 0.4334 0.095
H 6.283 1.545 -2.194 -0.2842 -0.0794 0.2682 0.085
H 6.823 0.560 -0.787 -0.2650 0.0749 -0.0232 0.070
C 7.068 -7.435 -5.231 1.8687 -0.8362 -0.6845 -0.031
C 6.988 -6.072 -4.642 -0.2567 1.5827 0.3278 -0.319
C 5.618 -5.446 -4.423 0.0704 -0.7045 -0.6676 -0.219
O 5.841 -4.134 -4.009 -0.0871 0.1622 0.6762 -0.179
C 4.640 -3.362 -3.873 -0.0733 0.1547 -0.4274 -0.049
N 7.699 -6.050 -3.299 0.3456 0.4731 1.7460 0.217
H 8.514 -6.673 -3.259 -0.3679 -0.1528 -0.0330 0.178
H 8.052 -5.138 -2.960 -0.1388 0.0638 -1.0719 0.182
H 7.058 -6.233 -2.511 0.0966 -0.7751 -0.4875 0.178
H 6.766 -8.257 -4.585 -0.5474 0.1119 -0.0663 0.101
H 8.132 -7.636 -5.451 -0.0638 0.0241 0.4356 0.103
H 6.722 -7.535 -6.259 -0.8982 0.2471 0.2923 0.108
H 7.536 -5.308 -5.194 0.0771 -0.3566 -0.4162 0.164
H 5.022 -6.046 -3.714 0.0048 0.2067 0.0691 0.145
H 5.115 -5.514 -5.399 -0.1110 0.1732 0.1290 0.150
H 4.413 -2.900 -4.839 -0.1839 -0.2286 -0.0065 0.099
H 4.768 -2.541 -3.172 0.3497 -0.2095 0.1855 0.077
H 3.815 -3.993 -3.538 -0.0254 0.0584 -0.0098 0.094
C 4.240 3.787 -4.565 0.1521 -0.2146 -0.2309 -0.084
C 3.487 2.469 -4.676 0.2583 -0.7873 0.9580 -0.274
C 2.036 2.606 -5.107 0.3362 0.3328 0.0423 -0.247
C 1.266 1.318 -4.854 -0.3417 -0.0070 -0.0610 -0.261
P -0.510 1.384 -5.187 0.1889 0.3144 0.1823 1.002
C -1.328 2.870 -4.540 -0.0376 -0.4800 0.1451 -0.227
C -1.542 2.975 -3.014 -0.4401 -0.0194 0.2928 -0.234
C -0.591 3.834 -2.202 0.9168 0.2654 -0.1135 -0.249
C -1.044 4.025 -0.749 -0.6185 -0.1188 -0.3208 -0.091
C -1.275 -0.140 -4.569 0.4078 -0.3130 -0.0471 -0.250
C -1.165 -0.496 -3.058 -0.7689 0.6643 -1.0993 -0.228
C -1.486 -1.973 -2.834 0.0716 -0.3584 -0.1960 -0.247
C -0.323 -2.775 -2.303 1.0930 0.0336 0.3040 -0.106
C -0.708 1.410 -6.973 -0.4463 0.1065 -0.2266 -0.274
C -2.148 1.231 -7.487 0.1639 -0.2806 -0.1113 -0.250
C -2.262 1.743 -8.927 0.0068 0.0231 0.1351 -0.260
C -2.630 3.214 -9.025 -0.0386 0.2869 0.1903 -0.101
H 5.307 3.575 -4.491 0.0117 0.2246 -0.0887 0.076
H 3.955 4.322 -3.669 -0.1531 0.1254 0.2914 0.074
H 4.057 4.464 -5.402 0.1210 -0.1603 -0.1269 0.081
H 3.501 1.984 -3.686 -0.1091 0.2564 0.0578 0.102
H 4.021 1.711 -5.264 -0.1272 0.3839 -0.4664 0.114
H 2.057 2.894 -6.161 -0.4333 0.0055 -0.0213 0.122
H 1.598 3.418 -4.523 -0.0789 0.0952 -0.0987 0.109
H 1.366 1.016 -3.807 0.2228 -0.0700 -0.0563 0.091
H 1.647 0.535 -5.518 0.0039 -0.1977 0.2662 0.109
H -2.312 2.802 -5.014 0.0651 0.1608 -0.0747 0.088
H -0.822 3.738 -4.968 0.0074 0.0377 0.0730 0.108
H -1.568 1.995 -2.538 0.0184 -0.1140 -0.1984 0.070
H -2.557 3.362 -2.869 0.0691 0.0980 -0.0661 0.112
H -0.398 4.790 -2.699 -0.3368 0.0525 0.0695 0.121
H 0.405 3.376 -2.159 -0.0720 -0.0630 -0.1087 0.093
H -0.645 3.220 -0.135 0.1072 0.2056 0.1949 0.061
H -2.139 3.980 -0.656 0.0572 -0.0130 -0.1707 0.063
H -0.772 5.000 -0.357 0.3823 -0.0988 0.1069 0.075
H -0.745 -0.922 -5.134 -0.1383 0.0778 -0.0868 0.109
H -2.313 -0.148 -4.909 0.0191 -0.0400 -0.0001 0.105
H -1.970 0.065 -2.586 0.4403 0.2717 0.3606 0.078
H -0.182 -0.162 -2.725 -0.1045 -0.2413 0.5550 0.100
H -1.807 -2.405 -3.787 -0.1007 -0.0313 0.0921 0.108
H -2.340 -2.049 -2.160 -0.0066 -0.0927 0.0439 0.107
H -0.483 -3.852 -2.249 -0.2821 0.0602 -0.0332 0.074
H 0.008 -2.432 -1.318 -0.2866 -0.0088 0.0799 0.052
H 0.583 -2.631 -2.905 -0.1819 -0.0144 -0.2370 0.076
H -0.058 0.642 -7.400 0.0593 0.0637 0.0155 0.110
H -0.366 2.384 -7.340 0.2589 -0.0403 0.2022 0.105
H -2.851 1.742 -6.823 -0.1091 0.0602 -0.1644 0.096
H -2.432 0.177 -7.500 0.1382 -0.0477 0.3031 0.110
H -3.007 1.130 -9.433 -0.0432 0.1476 -0.1442 0.112
H -1.309 1.563 -9.435 -0.0712 -0.0748 -0.0568 0.113
H -1.911 3.892 -8.552 0.1641 -0.2366 -0.0062 0.072
H -3.578 3.402 -8.515 -0.0911 -0.0261 -0.2195 0.078
H -2.703 3.531 -10.064 -0.1386 0.0053 0.0055 0.080
C -1.966 -0.237 4.944 -0.6048 -0.0638 0.5025 -0.106
C -0.649 -0.172 4.212 0.2691 0.1728 0.1523 -0.260
C 0.303 -1.307 4.597 -0.3691 -0.4537 -0.7047 -0.240
C 1.603 -1.164 3.807 0.3055 -0.3718 0.5541 -0.261
P 2.788 -2.531 4.001 -0.0763 -0.3683 -0.4480 1.027
C 2.343 -3.629 5.372 0.5616 0.0569 -0.2362 -0.259
C 2.900 -3.198 6.729 0.3991 0.0152 -0.2090 -0.262
C 2.442 -4.081 7.855 -1.4160 -1.0064 1.3574 -0.279
C 3.135 -3.882 9.212 0.2518 0.6832 -0.8306 -0.091
C 2.754 -3.523 2.492 -0.1987 0.4704 0.1017 -0.260
C 1.334 -3.943 2.139 -1.1005 0.0489 0.7904 -0.257
C 1.230 -4.995 1.053 1.2909 0.4012 -0.1104 -0.265
C -0.188 -5.266 0.648 -0.4482 -0.1792 -0.4218 -0.099
C 4.471 -1.929 4.218 -0.3562 0.4264 0.9204 -0.278
C 5.531 -3.005 4.107 0.8069 -0.2838 -0.6287 -0.256
C 6.915 -2.411 4.323 -0.1895 1.1857 -0.1499 -0.277
C 8.078 -3.352 4.135 0.0910 -0.2719 0.3818 -0.096
H -1.807 -0.198 6.024 -0.0391 0.0621 -0.0201 0.083
H -2.549 -1.144 4.755 0.2665 -0.1120 -0.1465 0.078
H -2.631 0.590 4.688 0.1610 0.1251 -0.0248 0.062
H -0.162 0.783 4.436 -0.0454 -0.0096 -0.0539 0.122
H -0.819 -0.186 3.131 0.1438 -0.0880 0.0076 0.101
H -0.178 -2.245 4.284 0.0287 0.0188 0.1484 0.112
H 0.479 -1.401 5.670 -0.0580 0.3054 0.0397 0.116
H 2.129 -0.257 4.112 -0.0698 0.1445 -0.3042 0.105
H 1.361 -1.168 2.746 0.1680 0.3757 -0.0308 0.046
H 2.773 -4.594 5.081 -0.2122 -0.0797 0.1107 0.111
H 1.255 -3.712 5.362 0.0098 -0.1143 0.1389 0.093
H 2.615 -2.155 6.912 0.0480 -0.0657 0.2304 0.119
H 3.996 -3.229 6.708 -0.0446 0.1132 -0.1722 0.110
H 2.440 -5.163 7.667 0.4928 0.1984 -0.6667 0.118
H 1.364 -3.936 8.026 0.1097 0.3672 -0.1359 0.114
H 4.107 -4.374 9.246 -0.0015 -0.0534 0.0078 0.076
H 2.515 -4.257 10.018 0.0108 0.0088 0.1199 0.077
H 3.314 -2.810 9.336 -0.0524 -0.0873 0.3884 0.076
H 3.431 -4.369 2.625 -0.0432 -0.0343 -0.0139 0.108
H 3.158 -2.857 1.725 0.0484 -0.2660 -0.0819 0.058
H 0.723 -3.064 1.892 0.3333 0.0339 -0.4545 0.108
H 0.779 -4.305 3.022 0.4097 -0.2400 0.0556 0.113
H 1.783 -5.884 1.373 -0.2978 -0.1345 0.1137 0.117
H 1.830 -4.604 0.220 -0.2924 -0.1285 -0.2175 0.104
H -0.273 -6.097 -0.053 0.1196 -0.0034 -0.0197 0.081
H -0.587 -4.386 0.139 -0.1553 -0.0153 0.1376 0.058
H -0.835 -5.517 1.490 0.0674 0.1045 0.0996 0.082
H 4.463 -1.473 5.220 0.1568 -0.1314 -0.0234 0.104
H 4.698 -1.091 3.554 -0.2367 -0.2053 -0.3328 0.090
H 5.542 -3.380 3.077 -0.2254 -0.1996 0.0955 0.109
H 5.406 -3.863 4.773 -0.3541 0.0818 0.0742 0.122
H 6.929 -1.893 5.288 0.2230 -0.2510 0.1185 0.121
H 7.030 -1.595 3.596 -0.0967 -0.0330 -0.0266 0.101
H 9.003 -2.791 4.020 0.0497 -0.0143 -0.0308 0.080
H 7.936 -3.972 3.248 0.0527 -0.0323 -0.0055 0.075
H 8.203 -3.996 5.005 -0.0031 -0.1614 -0.0994 0.082
C -8.402 4.102 -2.389 0.6224 -0.2406 0.2929 -0.087
C -6.938 3.963 -1.918 -0.4362 0.5051 0.0127 -0.254
C -6.698 2.835 -0.915 1.1627 0.3546 -0.0967 -0.253
C -7.234 3.224 0.464 -0.1850 -0.2717 0.1428 -0.254
P -7.160 1.958 1.762 -0.8641 -0.5044 -0.4714 1.020
C -8.422 2.388 2.983 0.6453 0.4724 0.8790 -0.255
C -8.131 1.892 4.409 0.2622 -0.4165 0.7462 -0.266
C -9.232 2.278 5.407 -0.2653 0.3061 -0.6642 -0.250
C -10.605 1.650 5.104 0.7805 0.0207 -0.0773 -0.093
C -7.569 0.363 1.003 0.2937 0.4124 0.3892 -0.268
C -9.021 0.274 0.563 0.1150 0.1750 -0.4398 -0.248
C -9.357 -1.078 -0.050 0.0863 -0.7514 0.5567 -0.248
C -9.434 -2.163 1.028 -0.3649 0.3855 0.0328 -0.100
C -5.566 1.851 2.585 0.8800 0.4155 -0.2069 -0.255
C -4.312 1.984 1.705 0.1961 -0.6011 -0.2302 -0.228
C -4.013 0.755 0.848 -0.7092 0.1512 -0.6103 -0.265
C -2.647 0.855 0.231 1.2210 0.1349 -0.3753 -0.099
H -8.885 3.123 -2.424 -0.0122 0.0140 -0.3104 0.072
H -8.380 4.560 -3.373 -0.4212 0.0050 -0.0524 0.077
H -8.990 4.718 -1.711 0.0003 0.1126 -0.0659 0.073
H -6.646 4.920 -1.467 0.0496 -0.1432 0.1531 0.113
H -6.259 3.892 -2.769 -0.1355 -0.4359 -0.0695 0.104
H -5.609 2.684 -0.884 -0.1175 -0.0054 0.2891 0.095
H -7.082 1.875 -1.263 -0.3888 0.1534 -0.0591 0.103
H -8.297 3.469 0.357 0.0222 0.0093 0.1776 0.105
H -6.747 4.113 0.876 0.0352 0.0395 -0.1970 0.115
H -9.433 2.102 2.702 0.1011 -0.0457 -0.3972 0.089
H -8.386 3.487 3.017 -0.2043 -0.0894 -0.0401 0.115
H -7.198 2.295 4.814 -0.0034 0.2892 -0.3407 0.100
H -7.953 0.808 4.486 -0.3484 0.0304 -0.4226 0.118
H -9.325 3.369 5.367 0.0591 -0.0510 0.3464 0.114
H -8.894 1.985 6.398 -0.0268 0.0914 0.0530 0.112
H -10.412 0.665 4.669 -0.4302 -0.1400 0.2187 0.073
H -11.195 2.230 4.395 0.0359 0.0477 -0.0416 0.072
H -11.172 1.577 6.027 -0.1784 -0.2253 -0.0565 0.078
H -7.304 -0.387 1.752 0.0165 -0.1831 -0.1975 0.103
H -6.919 0.287 0.131 0.1613 -0.3446 0.1125 0.080
H -9.195 1.071 -0.169 -0.1584 0.0076 0.0610 0.110
H -9.670 0.453 1.420 -0.1683 -0.0329 -0.0877 0.100
H -8.608 -1.435 -0.761 -0.0680 0.5076 -0.3583 0.112
H -10.333 -1.030 -0.528 0.0751 0.1105 -0.2365 0.115
H -8.464 -2.406 1.459 0.0350 -0.0079 0.0270 0.067
H -9.867 -3.071 0.616 0.0248 -0.1030 0.0806 0.080
H -10.093 -1.785 1.814 0.0147 -0.3305 0.1763 0.078
H -5.478 0.883 3.084 -0.3996 0.1138 0.2757 0.106
H -5.541 2.658 3.321 -0.1341 -0.1518 0.1485 0.104
H -3.425 2.081 2.336 -0.2490 0.3622 0.3128 0.115
H -4.348 2.864 1.060 0.0017 0.0884 0.1080 0.107
H -4.752 0.699 0.037 0.0289 -0.0559 0.0102 0.088
H -4.138 -0.188 1.388 0.1373 0.1444 0.3055 0.118
H -1.846 1.065 0.950 -0.2205 -0.2628 0.2592 0.073
H -2.527 1.688 -0.467 -0.4762 -0.0083 -0.0491 0.052
H -2.336 -0.040 -0.311 -0.1632 -0.0922 0.1070 0.066
N 3.187 -0.384 0.944 -1.8884 0.1788 -1.6361 -0.277
S 1.745 0.280 0.408 0.8460 2.0434 1.4004 0.453
O 0.560 -0.481 0.520 -0.3088 -1.0030 0.5493 -0.258
O 1.889 1.120 -0.720 0.2173 -0.0963 -1.2042 -0.253
F 1.697 1.349 1.570 -0.3472 -0.3100 0.6703 -0.180
S 3.648 -1.136 -0.402 2.1590 -1.5167 0.3802 0.432
O 4.266 -0.336 -1.391 -0.0250 0.4423 -0.4058 -0.261
O 2.782 -2.198 -0.799 -0.4788 0.0337 -0.1217 -0.276
F 4.900 -1.921 0.234 -0.2764 0.2471 0.2684 -0.199
N 3.576 5.020 1.517 0.5139 1.1504 -1.3192 -0.310
S 4.473 6.326 0.987 2.0462 -0.6861 0.8495 0.505
O 4.345 7.511 1.731 -0.4770 0.2553 0.6614 -0.217
O 4.623 6.414 -0.420 -0.4506 -0.3804 -0.5171 -0.250
F 5.853 5.695 1.468 0.0544 -0.0606 0.1886 -0.186
S 2.229 5.273 0.730 -3.2170 -0.7569 1.2046 0.434
O 2.113 4.851 -0.617 0.6025 -0.5667 -0.7690 -0.272
O 1.581 6.465 1.122 -0.0141 1.2828 -0.2593 -0.249
F 1.289 4.201 1.506 0.7900 -0.5832 0.0536 -0.224
```
Positions in Å, forces in eV/Å.